Record 1
Density functional theory data (wB97M-V/def2-TZVPD) for C44H44FN7O6S4V as an isolated structure in a non-equilibrium geometry.

Cartesian coordinates (Å):
V (-0.425, 0.474, -0.127)
S (-2.440, 1.877, 0.191)
S (-3.884, 1.345, -1.224)
S (-3.690, 2.126, -3.121)
S (-2.226, 1.203, -4.236)
C (-0.856, -1.009, 7.290)
C (0.164, -1.838, 6.514)
C (0.136, -3.315, 6.889)
C (-1.197, -3.937, 6.503)
C (-1.531, -3.626, 5.069)
C (-2.431, -4.466, 4.365)
C (-2.705, -4.172, 3.049)
F (-3.558, -4.996, 2.373)
C (-2.167, -3.103, 2.373)
C (-1.276, -2.234, 3.060)
C (-0.724, -1.104, 2.429)
O (-1.085, -0.836, 1.210)
C (0.217, -0.297, 3.156)
C (0.498, -0.622, 4.440)
N (-0.049, -1.698, 5.080)
C (-0.968, -2.544, 4.426)
C (0.901, 0.933, 2.609)
O (1.736, 1.519, 3.297)
O (0.567, 1.282, 1.426)
H (-0.732, -1.148, 8.366)
H (-1.871, -1.292, 7.015)
H (-0.736, 0.049, 7.059)
H (1.165, -1.444, 6.717)
H (0.326, -3.419, 7.961)
H (0.942, -3.823, 6.354)
H (-1.983, -3.567, 7.172)
H (-1.163, -5.021, 6.643)
H (-2.885, -5.323, 4.843)
H (-2.400, -2.917, 1.336)
H (1.191, -0.016, 5.007)
C (5.756, -0.796, -0.985)
C (5.417, -1.312, 0.409)
C (5.063, -0.154, 1.341)
C (4.300, -2.351, 0.384)
N (3.063, -1.820, -0.154)
C (2.041, -1.247, 0.470)
N (1.169, -0.871, -0.428)
N (1.671, -1.245, -1.627)
N (2.801, -1.809, -1.476)
H (6.611, -0.121, -0.933)
H (4.916, -0.238, -1.400)
H (6.001, -1.609, -1.672)
H (6.286, -1.848, 0.814)
H (4.235, 0.433, 0.939)
H (5.915, 0.517, 1.451)
H (4.786, -0.506, 2.337)
H (4.086, -2.691, 1.400)
H (4.558, -3.219, -0.224)
H (1.966, -1.087, 1.530)
C (-5.360, -5.058, -4.208)
C (-4.614, -4.014, -3.420)
C (-3.334, -3.629, -3.784)
C (-2.629, -2.651, -3.087)
C (-1.247, -2.292, -3.541)
C (-3.254, -2.050, -1.986)
C (-2.598, -1.017, -1.175)
O (-1.470, -0.561, -1.416)
C (-4.545, -2.440, -1.583)
C (-5.241, -1.823, -0.399)
C (-5.205, -3.417, -2.313)
H (-4.724, -5.503, -4.973)
H (-6.228, -4.621, -4.706)
H (-5.723, -5.857, -3.558)
H (-2.860, -4.092, -4.642)
H (-0.947, -2.937, -4.367)
H (-0.518, -2.378, -2.736)
H (-1.228, -1.247, -3.862)
H (-3.072, -0.741, -0.230)
H (-5.320, -0.741, -0.515)
H (-4.704, -2.010, 0.533)
H (-6.241, -2.243, -0.298)
H (-6.204, -3.714, -2.010)
O (2.842, 1.218, -0.904)
C (2.016, 2.083, -1.163)
N (2.394, 3.390, -1.400)
C (1.343, 4.092, -2.092)
C (0.155, 3.134, -1.803)
O (-0.980, 3.446, -2.039)
N (0.651, 1.934, -1.309)
C (1.078, 5.471, -1.528)
C (0.168, 6.314, -2.161)
C (-0.091, 7.574, -1.650)
C (0.551, 8.008, -0.495)
C (1.433, 7.162, 0.154)
C (1.690, 5.894, -0.357)
C (1.595, 4.111, -3.600)
C (2.423, 5.084, -4.149)
C (2.760, 5.051, -5.494)
C (2.262, 4.043, -6.307)
C (1.423, 3.079, -5.769)
C (1.089, 3.107, -4.423)
H (3.362, 3.521, -1.656)
H (-0.349, 5.964, -3.043)
H (-0.805, 8.216, -2.148)
H (0.346, 8.995, -0.095)
H (1.919, 7.478, 1.069)
H (2.353, 5.217, 0.162)
H (2.803, 5.879, -3.517)
H (3.407, 5.816, -5.907)
H (2.520, 4.015, -7.359)
H (1.007, 2.302, -6.395)
H (0.401, 2.365, -4.037)

As for the spin multiplicity: 4. For the energy, the calculation gives -5174.71672 Ha. Its charge is -2. As for the expectation value of S²: 3.79. The HOMO energy (spin up / spin down) comes out at -0.50 / -0.80 eV. For the lowest unoccupied orbital energy (spin up / spin down), the calculation gives 0.140 / 0.139 hartree.

=====

Record 2
Density functional theory data (wB97M-V/def2-TZVPD) for C44H44N6O6W as an isolated structure.

Cartesian coordinates (Å):
W (-0.490, 0.422, 0.245)
C (2.727, 3.789, 1.648)
C (3.379, 3.365, 0.328)
C (2.553, 3.548, -0.941)
N (1.411, 2.682, -1.027)
C (0.717, 1.858, -0.564)
C (-0.659, 1.196, -3.265)
C (-0.279, 1.948, -4.366)
C (-0.684, 3.272, -4.486)
C (-1.483, 3.836, -3.501)
C (-1.868, 3.087, -2.398)
C (-1.440, 1.770, -2.267)
N (-1.782, 0.995, -1.118)
C (-3.221, 0.665, -1.105)
C (-3.471, -0.737, -0.584)
C (-3.297, -0.828, 0.926)
N (-2.216, 0.030, 1.400)
C (-2.171, 0.365, 2.677)
C (-3.001, -0.244, 3.643)
C (-3.148, -0.025, 4.997)
C (-2.509, 0.880, 5.829)
C (-1.533, 1.771, 5.440)
C (-0.960, 2.002, 4.198)
C (-1.187, 1.430, 2.938)
N (-0.536, 1.819, 1.834)
C (0.282, 3.034, 1.901)
C (1.749, 2.770, 2.250)
H (2.242, 4.765, 1.524)
H (3.537, 3.952, 2.361)
H (3.702, 2.322, 0.393)
H (4.284, 3.959, 0.174)
H (3.168, 3.359, -1.821)
H (2.189, 4.575, -1.025)
H (-0.358, 0.161, -3.151)
H (0.333, 1.498, -5.137)
H (-0.384, 3.858, -5.345)
H (-1.805, 4.866, -3.589)
H (-2.478, 3.527, -1.617)
H (-3.597, 0.736, -2.128)
H (-3.771, 1.403, -0.506)
H (-2.797, -1.416, -1.102)
H (-4.493, -1.034, -0.827)
H (-3.120, -1.867, 1.223)
H (-4.228, -0.497, 1.401)
H (-3.620, -1.040, 3.257)
H (-3.871, -0.674, 5.479)
H (-2.790, 0.877, 6.874)
H (-1.129, 2.392, 6.234)
H (-0.184, 2.753, 4.222)
H (-0.167, 3.744, 2.601)
H (0.215, 3.523, 0.933)
H (2.009, 1.766, 1.908)
H (1.863, 2.745, 3.336)
C (4.105, -1.794, -6.446)
C (4.687, -1.738, -5.059)
C (6.065, -1.685, -4.890)
C (6.617, -1.611, -3.622)
C (5.798, -1.595, -2.509)
C (4.415, -1.683, -2.660)
N (3.548, -1.650, -1.546)
C (3.811, -2.085, -0.271)
C (4.804, -3.052, -0.025)
C (5.076, -3.486, 1.253)
C (4.372, -2.987, 2.349)
C (3.360, -2.082, 2.121)
C (3.055, -1.630, 0.833)
C (1.854, -0.785, 0.704)
O (1.138, -0.486, 1.687)
O (1.455, -0.375, -0.453)
C (3.846, -1.745, -3.940)
C (2.353, -1.798, -4.113)
H (4.889, -1.698, -7.196)
H (3.379, -0.995, -6.607)
H (3.587, -2.739, -6.622)
H (6.709, -1.690, -5.761)
H (7.691, -1.550, -3.499)
H (6.225, -1.496, -1.521)
H (2.731, -1.060, -1.628)
H (5.342, -3.470, -0.864)
H (5.844, -4.235, 1.400)
H (4.597, -3.325, 3.351)
H (2.754, -1.710, 2.937)
H (1.864, -2.203, -3.232)
H (2.075, -2.418, -4.964)
H (1.934, -0.801, -4.285)
O (-0.511, -2.074, -2.109)
C (-0.292, -2.352, -0.945)
O (-0.673, -1.634, 0.082)
C (0.480, -3.588, -0.581)
C (0.733, -3.923, 0.744)
C (1.556, -4.997, 1.054)
C (2.155, -5.728, 0.042)
C (1.882, -5.381, -1.271)
C (1.044, -4.338, -1.604)
N (2.535, -6.136, -2.356)
O (2.323, -5.782, -3.498)
O (3.247, -7.070, -2.044)
H (0.300, -3.314, 1.528)
H (1.760, -5.244, 2.087)
H (2.827, -6.547, 0.249)
H (0.838, -4.098, -2.636)

For the energy, the calculation gives -2550.17068 Ha. The HOMO energy comes out at -7.09 eV. For the lowest unoccupied orbital energy, the calculation gives -0.011 hartree.

=====

Record 3
Density functional theory data (wB97M-V/def2-TZVPD) for C44H44NOS4Sb3Ta as an isolated structure.

Cartesian coordinates (Å):
Ta (-0.821, 2.668, 1.238)
C (0.166, -0.122, -1.871)
C (-0.823, -1.232, -1.499)
C (-1.486, -1.083, -0.123)
Sb (-0.258, -1.886, 1.502)
C (-1.711, -2.119, 3.062)
C (-2.088, -3.395, 3.477)
C (-2.929, -3.570, 4.570)
C (-3.400, -2.472, 5.273)
C (-3.013, -1.195, 4.888)
C (-2.173, -1.025, 3.796)
C (-0.408, -3.826, 0.642)
C (-1.616, -4.418, 0.280)
C (-1.637, -5.655, -0.346)
C (-0.446, -6.318, -0.619)
C (0.763, -5.744, -0.258)
C (0.779, -4.504, 0.370)
Sb (2.274, -0.235, -1.476)
C (3.059, -0.788, 0.386)
C (3.081, 0.091, 1.460)
C (3.614, -0.328, 2.669)
C (4.133, -1.609, 2.796)
C (4.126, -2.481, 1.714)
C (3.594, -2.072, 0.502)
C (3.073, -1.567, -2.861)
C (4.425, -1.904, -2.785)
C (4.962, -2.790, -3.704)
C (4.157, -3.334, -4.697)
C (2.814, -2.989, -4.782)
C (2.270, -2.100, -3.870)
H (-0.139, 0.839, -1.459)
H (0.201, 0.018, -2.955)
H (-0.384, -2.227, -1.616)
H (-1.609, -1.171, -2.259)
H (-2.414, -1.659, -0.118)
H (-1.758, -0.032, 0.022)
H (-1.729, -4.272, 2.952)
H (-3.209, -4.569, 4.875)
H (-4.046, -2.610, 6.130)
H (-3.337, -0.332, 5.457)
H (-1.850, -0.020, 3.551)
H (-2.556, -3.923, 0.500)
H (-2.581, -6.109, -0.617)
H (-0.465, -7.285, -1.104)
H (1.691, -6.264, -0.456)
H (1.731, -4.072, 0.665)
H (2.649, 1.082, 1.373)
H (3.622, 0.346, 3.516)
H (4.550, -1.929, 3.741)
H (4.532, -3.478, 1.816)
H (3.588, -2.754, -0.342)
H (5.060, -1.480, -2.014)
H (6.009, -3.055, -3.648)
H (4.580, -4.027, -5.412)
H (2.193, -3.413, -5.558)
H (1.221, -1.838, -3.948)
S (-2.534, 3.112, 5.223)
Sb (-0.569, 3.666, 4.415)
S (0.177, 1.595, 2.910)
S (-1.014, 4.712, 2.037)
O (-2.752, 2.100, 1.220)
S (-3.726, 0.932, 1.604)
C (-4.826, 1.588, 2.858)
C (-6.115, 0.844, 2.527)
C (-6.358, 1.055, 1.028)
C (-4.998, 0.971, 0.308)
H (-4.894, 2.665, 2.697)
H (-4.395, 1.385, 3.836)
H (-6.933, 1.218, 3.139)
H (-6.001, -0.218, 2.760)
H (-6.788, 2.041, 0.860)
H (-7.051, 0.319, 0.627)
H (-4.771, 1.847, -0.298)
H (-4.865, 0.074, -0.294)
N (0.461, 2.898, -0.186)
C (0.998, 3.594, -1.117)
C (0.313, 4.735, -1.736)
C (1.061, 5.828, -2.180)
C (0.419, 6.948, -2.682)
C (-0.965, 6.969, -2.778)
C (-1.716, 5.873, -2.366)
C (-1.081, 4.765, -1.839)
C (2.349, 3.207, -1.596)
C (3.355, 2.926, -0.669)
C (4.590, 2.472, -1.102)
C (4.816, 2.274, -2.461)
C (3.821, 2.560, -3.386)
C (2.593, 3.049, -2.959)
H (2.141, 5.808, -2.105)
H (0.997, 7.804, -3.001)
H (-1.463, 7.840, -3.183)
H (-2.793, 5.887, -2.467)
H (-1.662, 3.898, -1.545)
H (3.162, 3.096, 0.383)
H (5.379, 2.277, -0.387)
H (5.779, 1.915, -2.801)
H (4.007, 2.420, -4.443)
H (1.820, 3.291, -3.679)

As for the spin multiplicity: 2. For the energy, the calculation gives -4203.09938 Ha. Its charge is +2. As for the expectation value of S²: 0.75. The HOMO energy (spin up / spin down) comes out at -12.55 / -12.55 eV. For the lowest unoccupied orbital energy (spin up / spin down), the calculation gives -0.223 / -0.263 hartree.

=====

Record 4
Density functional theory data (wB97M-V/def2-TZVPD) for C44H44NiOP2S4 as an isolated structure in a non-equilibrium geometry.

Cartesian coordinates (Å):
Ni (0.135, 0.390, 0.234)
C (1.193, 3.198, 1.883)
C (0.754, 3.900, 0.617)
S (0.861, 2.609, -0.722)
C (1.004, 3.738, -2.202)
C (0.860, 2.929, -3.454)
S (2.070, 1.624, -3.663)
C (3.665, 2.528, -3.643)
C (4.144, 2.715, -2.240)
S (3.273, 1.668, -1.002)
C (3.975, 2.387, 0.557)
C (3.374, 1.577, 1.661)
S (1.511, 1.460, 1.712)
H (0.392, 3.265, 2.641)
H (2.053, 3.734, 2.323)
H (1.316, 4.854, 0.335)
H (-0.298, 4.175, 0.590)
H (1.892, 4.351, -2.209)
H (0.121, 4.378, -2.099)
H (0.804, 3.581, -4.324)
H (-0.140, 2.437, -3.430)
H (3.554, 3.443, -4.290)
H (4.414, 1.879, -4.140)
H (4.203, 3.747, -1.904)
H (5.143, 2.362, -2.080)
H (3.642, 3.400, 0.599)
H (5.062, 2.298, 0.633)
H (3.804, 1.852, 2.637)
H (3.636, 0.561, 1.593)
O (-2.001, -2.228, -1.058)
C (-3.021, -2.099, -0.112)
C (-3.886, -3.169, 0.093)
C (-4.872, -3.056, 1.093)
C (-5.037, -1.879, 1.844)
C (-4.234, -0.743, 1.585)
C (-3.221, -0.877, 0.648)
P (-2.088, 0.468, 0.313)
C (-2.468, 1.809, 1.446)
C (-2.203, 1.630, 2.803)
C (-2.634, 2.533, 3.766)
C (-3.234, 3.715, 3.345)
C (-3.427, 3.992, 1.992)
C (-3.011, 3.086, 1.030)
C (-2.644, 1.035, -1.321)
C (-3.955, 1.473, -1.488)
C (-4.430, 1.710, -2.793)
C (-3.793, 1.233, -3.968)
C (-2.585, 0.590, -3.721)
C (-1.997, 0.541, -2.453)
C (-1.141, -3.312, -1.007)
C (-1.526, -4.528, -1.645)
C (-0.951, -5.736, -1.268)
C (-0.009, -5.730, -0.248)
C (0.306, -4.491, 0.337)
C (0.007, -3.251, -0.215)
P (0.843, -1.652, 0.212)
C (1.151, -2.085, 1.941)
C (2.348, -1.678, 2.556)
C (2.529, -1.737, 3.975)
C (1.461, -2.189, 4.776)
C (0.285, -2.575, 4.155)
C (0.095, -2.430, 2.790)
C (2.299, -2.127, -0.692)
C (2.595, -1.598, -1.944)
C (3.721, -1.927, -2.645)
C (4.619, -2.830, -2.134)
C (4.339, -3.372, -0.867)
C (3.161, -3.134, -0.207)
H (-3.888, -4.095, -0.471)
H (-5.497, -3.905, 1.371)
H (-5.864, -1.828, 2.574)
H (-4.329, 0.167, 2.180)
H (-1.747, 0.677, 3.133)
H (-2.385, 2.355, 4.798)
H (-3.621, 4.390, 4.068)
H (-3.963, 4.898, 1.725)
H (-3.139, 3.242, -0.018)
H (-4.663, 1.735, -0.659)
H (-5.462, 2.106, -2.831)
H (-4.177, 1.427, -4.942)
H (-2.026, 0.129, -4.560)
H (-1.026, 0.075, -2.351)
H (-2.283, -4.505, -2.372)
H (-1.244, -6.667, -1.713)
H (0.482, -6.656, 0.031)
H (0.866, -4.501, 1.272)
H (3.171, -1.244, 1.948)
H (3.414, -1.455, 4.498)
H (1.556, -2.101, 5.821)
H (-0.588, -2.868, 4.757)
H (-0.844, -2.705, 2.344)
H (1.873, -0.914, -2.332)
H (3.893, -1.449, -3.584)
H (5.579, -3.107, -2.597)
H (5.070, -3.973, -0.331)
H (3.029, -3.645, 0.714)

As for the spin multiplicity: 3. For the energy, the calculation gives -5561.44432 Ha. Its charge is +2. As for the expectation value of S²: 2.01. The HOMO energy (spin up / spin down) comes out at -12.81 / -12.86 eV. For the lowest unoccupied orbital energy (spin up / spin down), the calculation gives -0.170 / -0.272 hartree.

=====

- Among the records above, which one has the lowest energy?
  C44H44NiOP2S4

=====

- What is the energy in the fourth record?
  -5561.44432 Ha

=====

- Which of these has the lowest energy?
  C44H44NiOP2S4

=====

- Which of these has the lowest energy?
  C44H44NiOP2S4